ORCA calculation (ωB97M-V/def2-TZVPD) on a 10-piece molecular cluster, C60H89N16O17P3 overall at a distorted geometry.

Bonds (Å) are listed after each position.
Positions of all 185 atoms, in Å:
1 C -17.201 -9.953 -14.142  C2 1.352, C6 1.380, H10 1.080
2 C -17.008 -9.264 -15.289  C1 1.352, C3 1.409, H11 1.080
3 C -17.433 -7.928 -15.429  C2 1.409, C4 1.428, H12 1.080
4 C -18.099 -7.305 -14.330  C3 1.428, C5 1.403, N7 1.473
5 C -18.324 -8.016 -13.142  C4 1.403, C6 1.387, H13 1.080
6 C -17.892 -9.334 -13.120  C1 1.380, C5 1.387, H14 1.080
7 N -18.404 -5.864 -14.367  C4 1.473, O8 1.291, O9 1.204
8 O -18.809 -5.441 -15.518  N7 1.291
9 O -18.555 -5.289 -13.321  N7 1.204
10 H -16.873 -10.966 -13.960  C1 1.080
11 H -16.518 -9.864 -16.041  C2 1.080
12 H -17.172 -7.568 -16.413  C3 1.080
13 H -18.699 -7.558 -12.239  C5 1.080
14 H -18.029 -9.917 -12.221  C6 1.080
15 C -26.216 1.391 -18.415  C16 1.395, C20 1.391, H24 1.080
16 C -27.401 2.039 -18.767  C15 1.395, C17 1.386, H25 1.080
17 C -28.024 2.922 -17.900  C16 1.386, C18 1.367, H26 1.080
18 C -27.380 3.300 -16.755  C17 1.367, C19 1.371, N21 1.466
19 C -26.249 2.613 -16.397  C18 1.371, C20 1.402, H27 1.080
20 C -25.588 1.681 -17.209  C15 1.391, C19 1.402, H28 1.080
21 N -27.936 4.354 -15.902  C18 1.466, O22 1.251, O23 1.235
22 O -27.441 4.599 -14.780  N21 1.251
23 O -29.020 4.854 -16.218  N21 1.235
24 H -25.783 0.639 -19.059  C15 1.080
25 H -27.864 1.907 -19.734  C16 1.080
26 H -28.990 3.338 -18.147  C17 1.080
27 H -25.736 2.812 -15.467  C19 1.080
28 H -24.664 1.229 -16.881  C20 1.080
29 C -20.712 -5.824 -18.702  C30 1.407, C34 1.386, H38 1.080
30 C -20.167 -7.091 -18.983  C29 1.407, C31 1.380, H39 1.080
31 C -20.700 -8.209 -18.374  C30 1.380, C32 1.374, H40 1.080
32 C -21.598 -8.125 -17.338  C31 1.374, C33 1.411, N35 1.481
33 C -22.032 -6.836 -16.964  C32 1.411, C34 1.403, H41 1.080
34 C -21.639 -5.695 -17.679  C29 1.386, C33 1.403, H42 1.080
35 N -22.151 -9.365 -16.746  C32 1.481, O36 1.217, O37 1.235
36 O -21.853 -10.448 -17.213  N35 1.217
37 O -22.854 -9.218 -15.741  N35 1.235
38 H -20.325 -4.932 -19.171  C29 1.080
39 H -19.474 -7.098 -19.811  C30 1.080
40 H -20.331 -9.163 -18.723  C31 1.080
41 H -22.671 -6.633 -16.117  C33 1.080
42 H -21.878 -4.699 -17.335  C34 1.080
43 C -14.934 -3.166 -16.255  C44 1.379, C48 1.443, H52 1.080
44 C -15.633 -2.402 -15.344  C43 1.379, C45 1.378, H53 1.080
45 C -16.989 -2.189 -15.463  C44 1.378, C46 1.377, H54 1.080
46 C -17.681 -2.806 -16.480  C45 1.377, C47 1.380, N49 1.524
47 C -17.063 -3.741 -17.285  C46 1.380, C48 1.376, H55 1.080
48 C -15.690 -3.831 -17.288  C43 1.443, C47 1.376, H56 1.080
49 N -19.162 -2.531 -16.713  C46 1.524, O50 1.216, O51 1.253
50 O -19.752 -2.130 -15.728  N49 1.216
51 O -19.681 -2.878 -17.800  N49 1.253
52 H -13.880 -3.323 -16.081  C43 1.080
53 H -15.020 -1.967 -14.568  C44 1.080
54 H -17.603 -1.564 -14.832  C45 1.080
55 H -17.575 -4.234 -18.098  C47 1.080
56 H -15.173 -4.500 -17.960  C48 1.080
57 C -26.005 -8.762 -12.476  C58 1.375, C62 1.386, H66 1.080
58 C -27.115 -8.974 -11.694  C57 1.375, C59 1.351, H67 1.080
59 C -27.374 -10.182 -11.145  C58 1.351, C60 1.442, H68 1.080
60 C -26.510 -11.315 -11.369  C59 1.442, C61 1.402, N63 1.487
61 C -25.312 -11.065 -12.053  C60 1.402, C62 1.399, H69 1.080
62 C -25.121 -9.814 -12.652  C57 1.386, C61 1.399, H70 1.080
63 N -26.757 -12.663 -10.791  C60 1.487, O64 1.209, O65 1.249
64 O -27.806 -12.832 -10.215  N63 1.209
65 O -25.857 -13.513 -10.954  N63 1.249
66 H -25.846 -7.813 -12.967  C57 1.080
67 H -27.838 -8.181 -11.574  C58 1.080
68 H -28.328 -10.378 -10.678  C59 1.080
69 H -24.663 -11.896 -12.287  C61 1.080
70 H -24.289 -9.732 -13.335  C62 1.080
71 C -23.181 -5.303 -13.344  C72 1.392, C76 1.428, H80 1.080
72 C -24.431 -4.728 -13.138  C71 1.392, C73 1.379, H81 1.080
73 C -24.795 -3.582 -13.814  C72 1.379, C74 1.344, H82 1.080
74 C -23.907 -2.944 -14.596  C73 1.344, C75 1.378, N77 1.504
75 C -22.661 -3.478 -14.843  C74 1.378, C76 1.386, H83 1.080
76 C -22.265 -4.655 -14.227  C71 1.428, C75 1.386, H84 1.080
77 N -24.303 -1.621 -15.192  C74 1.504, O78 1.229, O79 1.247
78 O -25.372 -1.147 -14.814  N77 1.229
79 O -23.543 -1.004 -15.965  N77 1.247
80 H -22.908 -6.230 -12.862  C71 1.080
81 H -25.124 -5.100 -12.398  C72 1.080
82 H -25.772 -3.189 -13.574  C73 1.080
83 H -22.006 -2.925 -15.500  C75 1.080
84 H -21.292 -5.076 -14.433  C76 1.080
85 C -23.696 -4.969 -6.403  C86 1.393, C90 1.371, H94 1.080
86 C -24.552 -5.661 -7.257  C85 1.393, C87 1.429, H95 1.080
87 C -24.143 -6.231 -8.501  C86 1.429, C88 1.424, H96 1.080
88 C -22.739 -6.280 -8.735  C87 1.424, C89 1.400, N91 1.508
89 C -21.863 -5.602 -7.880  C88 1.400, C90 1.390, H97 1.080
90 C -22.374 -4.946 -6.767  C85 1.371, C89 1.390, H98 1.080
91 N -22.230 -6.907 -10.008  C88 1.508, O92 1.216, O93 1.174
92 O -21.224 -6.387 -10.452  N91 1.216
93 O -22.978 -7.563 -10.631  N91 1.174
94 H -24.151 -4.554 -5.515  C85 1.080
95 H -25.603 -5.839 -7.082  C86 1.080
96 H -24.839 -6.831 -9.068  C87 1.080
97 H -20.825 -5.781 -8.120  C89 1.080
98 H -21.624 -4.463 -6.160  C90 1.080
99 O -20.777 0.880 -10.061  P100 1.461
100 P -21.117 -0.540 -10.017  O99 1.461, N101 1.709, N104 1.677, N107 1.702
101 N -21.469 -1.350 -11.481  P100 1.709, C102 1.478, C103 1.445
102 C -21.355 -2.819 -11.594  N101 1.478, H110 1.090, H111 1.090, H112 1.090
103 C -22.158 -0.663 -12.550  N101 1.445, H113 1.090, H114 1.090, H115 1.090
104 N -22.510 -0.933 -9.170  P100 1.677, C105 1.493, C106 1.464
105 C -23.107 -2.300 -9.112  N104 1.493, H116 1.090, H117 1.090, H118 1.090
106 C -23.211 0.102 -8.409  N104 1.464, H119 1.090, H120 1.090, H121 1.090
107 N -19.901 -1.409 -9.203  P100 1.702, C108 1.466, C109 1.441
108 C -18.606 -1.431 -9.891  N107 1.466, H122 1.090, H123 1.090, H124 1.090
109 C -19.756 -1.169 -7.789  N107 1.441, H125 1.090, H126 1.090, H127 1.090
110 H -20.976 -3.078 -12.582  C102 1.090
111 H -22.341 -3.283 -11.583  C102 1.090
112 H -20.744 -3.243 -10.796  C102 1.090
113 H -21.690 -0.928 -13.498  C103 1.090
114 H -21.987 0.407 -12.434  C103 1.090
115 H -23.220 -0.894 -12.459  C103 1.090
116 H -23.857 -2.272 -8.322  C105 1.090
117 H -23.590 -2.520 -10.065  C105 1.090
118 H -22.273 -2.978 -8.932  C105 1.090
119 H -22.779 1.055 -8.717  C106 1.090
120 H -24.217 0.246 -8.802  C106 1.090
121 H -23.217 -0.058 -7.331  C106 1.090
122 H -17.958 -0.577 -9.695  C108 1.090
123 H -18.010 -2.307 -9.634  C108 1.090
124 H -18.690 -1.477 -10.977  C108 1.090
125 H -19.077 -1.903 -7.354  C109 1.090
126 H -20.688 -1.277 -7.235  C109 1.090
127 H -19.332 -0.192 -7.559  C109 1.090
128 O -26.725 0.760 -8.894  P129 1.491
129 P -27.067 0.850 -10.342  O128 1.491, N130 1.736, N133 1.765, N136 1.692
130 N -25.807 1.546 -11.312  P129 1.736, C131 1.481, C132 1.463
131 C -25.834 1.449 -12.789  N130 1.481, H139 1.090, H140 1.090, H141 1.090
132 C -24.851 2.489 -10.730  N130 1.463, H142 1.090, H143 1.090, H144 1.090
133 N -28.431 1.928 -10.643  P129 1.765, C134 1.523, C135 1.522
134 C -29.111 2.567 -9.438  N133 1.523, H145 1.090, H146 1.090, H147 1.090
135 C -28.986 2.346 -11.997  N133 1.522, H148 1.090, H149 1.090, H150 1.090
136 N -27.592 -0.580 -11.079  P129 1.692, C137 1.425, C138 1.544
137 C -26.647 -1.625 -11.293  N136 1.425, H151 1.090, H152 1.090, H153 1.090
138 C -28.983 -1.061 -10.611  N136 1.544, H154 1.090, H155 1.090, H156 1.090
139 H -26.218 2.362 -13.244  C131 1.090
140 H -26.460 0.663 -13.212  C131 1.090
141 H -24.827 1.220 -13.139  C131 1.090
142 H -24.844 2.618 -9.648  C132 1.090
143 H -24.872 3.502 -11.131  C132 1.090
144 H -23.855 2.179 -11.047  C132 1.090
145 H -30.154 2.251 -9.428  C134 1.090
146 H -28.864 2.112 -8.479  C134 1.090
147 H -29.040 3.653 -9.489  C134 1.090
148 H -28.999 1.473 -12.649  C135 1.090
149 H -29.969 2.767 -11.786  C135 1.090
150 H -28.386 3.067 -12.553  C135 1.090
151 H -25.833 -1.342 -11.960  C137 1.090
152 H -26.273 -1.937 -10.318  C137 1.090
153 H -27.063 -2.539 -11.716  C137 1.090
154 H -29.777 -0.329 -10.756  C138 1.090
155 H -28.872 -1.348 -9.565  C138 1.090
156 H -29.254 -1.928 -11.213  C138 1.090
157 O -23.494 -1.997 -21.360  P158 1.496
158 P -22.521 -0.895 -21.633  O157 1.496, N159 1.686, N162 1.677, N165 1.734
159 N -23.077 0.184 -22.803  P158 1.686, C160 1.468, C161 1.436
160 C -22.960 -0.122 -24.234  N159 1.468, H168 1.090, H169 1.090, H170 1.090
161 C -24.273 0.922 -22.508  N159 1.436, H171 1.090, H172 1.090, H173 1.090
162 N -21.075 -1.498 -22.231  P158 1.677, C163 1.473, C164 1.488
163 C -20.657 -2.888 -21.981  N162 1.473, H174 1.090, H175 1.090, H176 1.090
164 C -19.865 -0.665 -22.470  N162 1.488, H177 1.090, H178 1.090, H179 1.090
165 N -22.178 0.119 -20.268  P158 1.734, C166 1.486, C167 1.470
166 C -21.334 1.342 -20.267  N165 1.486, H180 1.090, H181 1.090, H182 1.090
167 C -22.557 -0.290 -18.909  N165 1.470, H183 1.090, H184 1.090, H185 1.090
168 H -21.929 -0.217 -24.576  C160 1.090
169 H -23.430 0.545 -24.956  C160 1.090
170 H -23.399 -1.116 -24.326  C160 1.090
171 H -24.700 1.477 -23.343  C161 1.090
172 H -24.223 1.664 -21.711  C161 1.090
173 H -24.962 0.133 -22.203  C161 1.090
174 H -20.304 -3.233 -22.953  C163 1.090
175 H -19.833 -2.802 -21.274  C163 1.090
176 H -21.471 -3.544 -21.673  C163 1.090
177 H -19.576 -0.098 -21.585  C164 1.090
178 H -19.019 -1.155 -22.953  C164 1.090
179 H -20.176 0.074 -23.209  C164 1.090
180 H -20.357 0.981 -19.945  C166 1.090
181 H -21.309 1.834 -21.240  C166 1.090
182 H -21.665 2.152 -19.617  C166 1.090
183 H -22.368 0.459 -18.139  C167 1.090
184 H -21.965 -1.152 -18.600  C167 1.090
185 H -23.626 -0.491 -18.844  C167 1.090

Computed properties:
2S+1	2
HOMO (alpha / beta)	-1.26 / -4.68	eV
total charge	-1